No. 1
Formula: C5H17N2OTc
Source: OMol25
Level of theory: the ωB97M-V functional and the def2-TZVPD basis

XYZ file:
```
26
Properties=species:S:1:pos:R:3:lowdin_charge:R:1
C 0.12 -0.44 -3.17 -0.314
Tc -1.09 -1.26 -1.73 1.112
N -1.05 -2.53 0.05 -0.098
H 0.30 -2.09 -1.47 0.030
H -0.13 -2.63 0.48 0.050
H -2.45 -2.14 -1.64 -0.040
H 0.46 -1.07 -3.99 -0.003
H 0.96 -0.35 -2.48 -0.040
H -0.08 0.56 -3.57 -0.001
H -1.66 -2.12 0.75 0.069
H -1.39 -3.47 -0.15 0.068
C 1.11 1.71 2.22 -0.020
N 0.69 0.81 1.14 -0.112
C 1.54 -0.37 0.96 -0.014
C -0.39 1.04 0.39 -0.348
C -1.13 2.33 0.56 0.037
O -0.79 0.16 -0.48 -0.275
H 1.99 1.27 2.68 0.097
H 0.35 1.82 2.98 0.109
H 1.39 2.69 1.84 0.108
H 1.33 -1.11 1.76 0.110
H 1.41 -0.82 -0.04 0.063
H 2.58 -0.06 1.12 0.106
H -1.15 2.90 -0.38 0.114
H -2.18 2.15 0.82 0.111
H -0.72 3.00 1.33 0.082
```

The value obtained for the total energy is -12676.9900 eV. As for the charge: +1. As for the HOMO energy (spin up / spin down): -11.197 / -13.150 eV. The value obtained for the max |F| is 0.1138 hartree/bohr. The orbital gap (spin up / spin down) is 7.42 / 9.27 eV. As for the spin multiplicity: 4. Its expectation value of S² is 3.784. The LUMO energy (spin up / spin down) is -3.78 / -3.88 eV.

=====

No. 2
Formula: C5H17NO2
Source: OMol25
Level of theory: the ωB97M-V functional and the def2-TZVPD basis

XYZ file:
```
25
Properties=species:S:1:pos:R:3:lowdin_charge:R:1
C 0.56 2.78 0.34 -0.104
C -0.42 1.70 0.92 -0.305
N -0.21 0.35 0.41 -0.052
C -1.25 -0.63 0.87 -0.360
C -2.36 -0.91 -0.25 -0.048
C -0.74 -2.08 1.20 -0.061
H 1.41 2.24 -0.17 0.078
H 0.21 3.43 -0.40 0.025
H 1.03 3.33 1.30 0.107
H -1.46 2.20 0.90 0.132
H -0.04 1.60 1.93 0.083
H -0.32 0.41 -0.58 0.076
H -1.73 -0.25 1.71 0.093
H -2.46 -1.93 -0.54 0.050
H -2.23 -0.30 -1.12 0.058
H -3.35 -0.79 0.14 0.053
H -1.31 -2.57 1.99 0.083
H 0.24 -1.90 1.54 0.046
H -0.64 -2.65 0.30 0.054
O 1.03 -2.05 -6.34 -0.019
H 0.63 -1.16 -6.27 0.060
H 0.41 -2.51 -6.78 -0.041
O 2.87 0.95 3.65 -0.005
H 2.62 0.38 2.89 0.065
H 2.53 1.70 3.35 -0.070
```

The value obtained for the total energy is -11043.7529 eV. As for the HOMO energy: -9.154 eV. The value obtained for the max |F| is 0.1266 hartree/bohr. The orbital gap is 9.89 eV. The LUMO energy is 0.74 eV.

=====

Q: Which formula does entry 2 have?
A: C5H17NO2

=====

What did the first record say?
Formula: C5H17N2OTc
Source: OMol25
Level of theory: the ωB97M-V functional and the def2-TZVPD basis

XYZ file:
```
26
Properties=species:S:1:pos:R:3:lowdin_charge:R:1
C 0.12 -0.44 -3.17 -0.314
Tc -1.09 -1.26 -1.73 1.112
N -1.05 -2.53 0.05 -0.098
H 0.30 -2.09 -1.47 0.030
H -0.13 -2.63 0.48 0.050
H -2.45 -2.14 -1.64 -0.040
H 0.46 -1.07 -3.99 -0.003
H 0.96 -0.35 -2.48 -0.040
H -0.08 0.56 -3.57 -0.001
H -1.66 -2.12 0.75 0.069
H -1.39 -3.47 -0.15 0.068
C 1.11 1.71 2.22 -0.020
N 0.69 0.81 1.14 -0.112
C 1.54 -0.37 0.96 -0.014
C -0.39 1.04 0.39 -0.348
C -1.13 2.33 0.56 0.037
O -0.79 0.16 -0.48 -0.275
H 1.99 1.27 2.68 0.097
H 0.35 1.82 2.98 0.109
H 1.39 2.69 1.84 0.108
H 1.33 -1.11 1.76 0.110
H 1.41 -0.82 -0.04 0.063
H 2.58 -0.06 1.12 0.106
H -1.15 2.90 -0.38 0.114
H -2.18 2.15 0.82 0.111
H -0.72 3.00 1.33 0.082
```

The value obtained for the total energy is -12676.9900 eV. As for the charge: +1. As for the HOMO energy (spin up / spin down): -11.197 / -13.150 eV. The value obtained for the max |F| is 0.1138 hartree/bohr. The orbital gap (spin up / spin down) is 7.42 / 9.27 eV. As for the spin multiplicity: 4. Its expectation value of S² is 3.784. The LUMO energy (spin up / spin down) is -3.78 / -3.88 eV.

=====

Copy entry 2 word for word.
Formula: C5H17NO2
Source: OMol25
Level of theory: the ωB97M-V functional and the def2-TZVPD basis

XYZ file:
```
25
Properties=species:S:1:pos:R:3:lowdin_charge:R:1
C 0.56 2.78 0.34 -0.104
C -0.42 1.70 0.92 -0.305
N -0.21 0.35 0.41 -0.052
C -1.25 -0.63 0.87 -0.360
C -2.36 -0.91 -0.25 -0.048
C -0.74 -2.08 1.20 -0.061
H 1.41 2.24 -0.17 0.078
H 0.21 3.43 -0.40 0.025
H 1.03 3.33 1.30 0.107
H -1.46 2.20 0.90 0.132
H -0.04 1.60 1.93 0.083
H -0.32 0.41 -0.58 0.076
H -1.73 -0.25 1.71 0.093
H -2.46 -1.93 -0.54 0.050
H -2.23 -0.30 -1.12 0.058
H -3.35 -0.79 0.14 0.053
H -1.31 -2.57 1.99 0.083
H 0.24 -1.90 1.54 0.046
H -0.64 -2.65 0.30 0.054
O 1.03 -2.05 -6.34 -0.019
H 0.63 -1.16 -6.27 0.060
H 0.41 -2.51 -6.78 -0.041
O 2.87 0.95 3.65 -0.005
H 2.62 0.38 2.89 0.065
H 2.53 1.70 3.35 -0.070
```

The value obtained for the total energy is -11043.7529 eV. As for the HOMO energy: -9.154 eV. The value obtained for the max |F| is 0.1266 hartree/bohr. The orbital gap is 9.89 eV. The LUMO energy is 0.74 eV.